Record 1
{"formula": "C4H5NO", "method": "ωB97M-V with the def2-TZVPD basis set", "homo_energy_ev": -10.51, "relative_energy_kj_mol": 233.8, "largest_force_ev_per_a": 2.3, "homo_lumo_gap_ev": 11.1, "e_lumo_ev": 0.61, "total_energy_ha": -285.32555, "smiles": "C=C[C@H](O)C#N", "symbols": ["O", "C", "C", "C", "C", "N", "H", "H", "H", "H", "H"], "coordinates": [[1.229, -1.215, -0.098], [0.106, -0.747, 0.555], [0.462, 1.598, -0.175], [-0.237, 0.696, 0.487], [-1.129, -1.317, -0.409], [-1.965, -1.559, -1.189], [0.858, -1.360, -0.977], [0.313, -0.946, 1.644], [0.165, 2.637, -0.148], [1.350, 1.313, -0.732], [-1.151, 0.900, 1.041]], "forces_ev_per_a": [[0.084, 0.175, -0.768], [-1.425, -0.502, -0.741], [0.010, 0.100, 0.115], [0.153, 0.508, -0.037], [-0.415, -0.216, 1.459], [1.756, 0.416, 1.420], [1.124, -0.153, -0.423], [-1.414, -0.800, -0.922], [0.056, 0.037, -0.156], [-0.081, 0.097, 0.112], [0.152, 0.338, -0.059]], "nbo_charge": [-0.677, 0.060, -0.372, -0.233, 0.189, -0.323, 0.484, 0.236, 0.211, 0.210, 0.217]}

Record 2
{"formula": "C4H5NO", "method": "ωB97M-V with the def2-TZVPD basis set", "homo_energy_ev": -9.83, "relative_energy_kj_mol": 104.7, "largest_force_ev_per_a": 0.4, "homo_lumo_gap_ev": 10.6, "e_lumo_ev": 0.76, "total_energy_ha": -285.37470, "smiles": "C=C=CC(N)=O", "symbols": ["N", "C", "O", "C", "C", "C", "H", "H", "H", "H", "H"], "coordinates": [[-1.290, 1.133, 0.307], [-1.388, -0.213, 0.507], [-2.434, -0.771, 0.785], [-0.111, -0.984, 0.395], [1.002, -0.487, -0.078], [2.043, -0.050, -0.729], [-2.149, 1.659, 0.289], [-0.455, 1.550, -0.073], [-0.167, -2.030, 0.679], [2.065, -0.287, -1.788], [2.885, 0.481, -0.293]], "forces_ev_per_a": [[-0.119, -0.009, -0.049], [-0.099, -0.017, 0.053], [0.289, 0.196, -0.057], [0.171, 0.000, -0.045], [-0.029, -0.073, -0.193], [-0.141, -0.143, 0.057], [0.090, -0.066, -0.026], [-0.108, -0.115, 0.096], [-0.011, 0.151, 0.140], [0.138, 0.235, -0.035], [-0.181, -0.157, 0.060]], "nbo_charge": [-0.825, 0.649, -0.598, -0.390, 0.132, -0.493, 0.405, 0.400, 0.254, 0.234, 0.234]}

Record 3
{"formula": "C4H5NO", "method": "ωB97M-V with the def2-TZVPD basis set", "homo_energy_ev": -8.99, "relative_energy_kj_mol": 275.9, "largest_force_ev_per_a": 1.2, "homo_lumo_gap_ev": 9.5, "e_lumo_ev": 0.51, "total_energy_ha": -285.30951, "symbols": ["O", "C", "C", "C", "C", "N", "H", "H", "H", "H", "H"], "coordinates": [[0.541, 1.725, 1.409], [0.903, 0.923, 0.432], [-0.331, 0.637, -0.394], [-0.642, -0.869, -0.290], [0.526, -1.723, -0.547], [1.424, -2.423, -0.749], [1.329, 1.885, 1.954], [-1.218, 1.213, -0.090], [-0.083, 0.874, -1.437], [-1.019, -1.105, 0.711], [-1.430, -1.138, -0.999]], "forces_ev_per_a": [[0.296, -0.117, -0.082], [-0.395, 0.192, 0.073], [0.131, 0.008, -0.019], [-0.068, -0.072, 0.017], [0.755, -0.649, -0.208], [-0.921, 0.673, 0.162], [-0.179, 0.040, -0.062], [0.176, -0.079, -0.022], [0.002, -0.037, 0.174], [0.085, 0.015, -0.119], [0.118, 0.026, 0.087]], "nbo_charge": [-0.648, 0.272, -0.549, -0.497, 0.280, -0.316, 0.504, 0.212, 0.242, 0.246, 0.255]}

Record 4
{"formula": "C4H5NO", "method": "ωB97M-V with the def2-TZVPD basis set", "homo_energy_ev": -9.79, "relative_energy_kj_mol": 523.1, "largest_force_ev_per_a": 5.5, "homo_lumo_gap_ev": 10.4, "e_lumo_ev": 0.62, "total_energy_ha": -285.21534, "smiles": "C#CC/C=N\\O", "symbols": ["C", "C", "C", "C", "H", "H", "H", "H", "H", "N", "O"], "coordinates": [[-0.368, -1.006, -0.047], [0.148, 0.348, 0.006], [-0.381, 1.517, -0.883], [-1.035, 2.379, -1.369], [1.467, -2.763, 1.589], [-1.487, -1.063, -0.380], [1.239, 0.299, -0.242], [0.241, 0.826, 1.164], [-1.507, 3.342, -1.482], [0.133, -2.031, 0.634], [1.550, -1.849, 1.010]], "forces_ev_per_a": [[-2.229, -2.347, 2.317], [3.208, 4.397, 0.653], [0.460, -3.865, 2.373], [-0.656, 2.103, -0.125], [1.315, 3.508, -1.969], [2.208, -0.599, 0.651], [-0.600, -0.021, 0.237], [-0.670, -1.551, -2.990], [0.094, -0.567, -0.526], [-0.257, 2.631, -2.829], [-2.873, -3.690, 2.208]], "nbo_charge": [0.035, -0.559, 0.000, -0.250, 0.495, 0.214, 0.266, 0.273, 0.242, -0.130, -0.585]}

Record 5
{"formula": "C4H5NO", "method": "ωB97M-V with the def2-TZVPD basis set", "homo_energy_ev": [-8.72, -8.73], "relative_energy_kj_mol": 368.7, "largest_force_ev_per_a": 1.6, "homo_lumo_gap_ev": [7.1, 7.1], "e_lumo_ev": [-1.62, -1.60], "total_energy_ha": -285.27415, "symbols": ["C", "C", "N", "O", "C", "C", "H", "H", "H", "H", "H"], "coordinates": [[-1.757, -0.034, 0.105], [-0.272, -0.430, 0.193], [0.167, -1.570, 0.517], [2.272, -1.163, 0.031], [2.009, 0.034, -0.253], [0.744, 0.558, -0.083], [-2.438, -0.821, 0.435], [-1.923, 0.860, 0.714], [-2.002, 0.232, -0.933], [2.746, 0.679, -0.762], [0.535, 1.597, 0.092]], "forces_ev_per_a": [[0.122, -0.146, 0.199], [0.770, -0.294, 0.401], [0.375, 0.249, -0.850], [-1.633, -0.037, 0.175], [-0.436, 0.042, 0.111], [0.086, 0.529, -0.091], [0.265, 0.028, -0.002], [0.138, -0.200, -0.042], [0.338, -0.194, 0.282], [0.120, -0.294, 0.373], [-0.144, 0.317, -0.554]], "nbo_charge": [-0.615, 0.127, -0.004, -0.469, 0.288, -0.467, 0.238, 0.240, 0.248, 0.187, 0.227]}

Record 6
{"formula": "C4H5NO", "method": "ωB97M-V with the def2-TZVPD basis set", "homo_energy_ev": -8.21, "relative_energy_kj_mol": 353.0, "largest_force_ev_per_a": 0.5, "homo_lumo_gap_ev": 8.5, "e_lumo_ev": 0.30, "total_energy_ha": -285.28013, "symbols": ["C", "C", "C", "C", "O", "N", "H", "H", "H", "H", "H"], "coordinates": [[0.267, 0.260, 1.234], [-0.514, 0.592, 0.159], [-0.269, 0.024, -1.124], [1.137, -1.603, -0.252], [-1.621, 1.369, 0.350], [0.642, -0.918, -1.155], [-2.254, 1.223, -0.363], [-0.855, 0.247, -2.005], [-0.068, 0.515, 2.228], [1.334, 0.121, 1.135], [2.201, -1.832, -0.206]], "forces_ev_per_a": [[-0.043, 0.331, -0.256], [0.217, -0.212, 0.276], [0.146, 0.058, -0.075], [-0.143, -0.236, -0.314], [0.024, -0.100, -0.090], [-0.296, 0.072, 0.350], [0.070, -0.011, 0.059], [0.036, 0.012, 0.006], [-0.102, -0.034, 0.017], [0.004, -0.157, -0.135], [0.087, 0.277, 0.164]], "nbo_charge": [-0.504, 0.264, -0.136, 0.098, -0.662, -0.352, 0.477, 0.202, 0.222, 0.211, 0.179]}

Record 7
{"formula": "C4H5NO", "method": "ωB97M-V with the def2-TZVPD basis set", "homo_energy_ev": -9.07, "relative_energy_kj_mol": 393.9, "largest_force_ev_per_a": 1.1, "homo_lumo_gap_ev": 9.7, "e_lumo_ev": 0.60, "total_energy_ha": -285.26457, "symbols": ["N", "C", "C", "C", "C", "O", "H", "H", "H", "H", "H"], "coordinates": [[3.046, 0.440, 1.182], [2.078, 0.394, 0.544], [0.884, 0.301, -0.241], [-0.389, 0.267, 0.433], [-1.507, -0.154, -0.405], [-0.829, -1.346, 0.036], [0.277, -1.055, -0.400], [0.912, 0.808, -1.205], [-0.531, 0.383, 1.502], [-2.513, -0.105, 0.002], [-1.450, 0.041, -1.477]], "forces_ev_per_a": [[-0.920, -0.032, -0.601], [0.808, 0.008, 0.541], [0.004, 0.359, 0.056], [0.175, 0.216, -0.036], [-0.062, 0.145, -0.005], [0.195, -0.366, -0.162], [-0.355, -0.200, 0.124], [-0.012, -0.090, 0.144], [0.040, -0.036, -0.181], [0.113, 0.043, -0.066], [0.014, -0.047, 0.187]], "nbo_charge": [-0.352, 0.275, -0.708, 0.101, -0.124, -0.591, 0.476, 0.261, 0.244, 0.217, 0.200]}

Record 8
{"formula": "C4H5NO", "method": "ωB97M-V with the def2-TZVPD basis set", "homo_energy_ev": -9.76, "relative_energy_kj_mol": 382.3, "largest_force_ev_per_a": 2.1, "homo_lumo_gap_ev": 10.7, "e_lumo_ev": 0.97, "total_energy_ha": -285.26896, "smiles": "[H]/N=C/OCC#C", "symbols": ["O", "C", "N", "C", "C", "C", "H", "H", "H", "H", "H"], "coordinates": [[-1.188, 0.442, -0.610], [-1.413, 0.612, 0.677], [-0.376, 0.797, 1.376], [0.523, 0.511, -0.720], [0.935, -0.871, -0.730], [1.260, -2.026, -0.781], [-2.450, 0.584, 1.046], [-0.471, 0.924, 2.359], [0.425, 0.986, -1.674], [1.223, 1.099, -0.087], [1.531, -3.057, -0.855]], "forces_ev_per_a": [[2.082, 0.364, 0.330], [0.665, 0.158, 0.604], [-0.263, 0.037, 1.050], [-1.025, -0.222, -0.919], [-0.060, -0.310, -0.328], [-0.066, 0.212, -0.007], [0.284, -0.062, -0.492], [-0.601, 0.033, 0.729], [0.440, -0.155, -0.824], [-1.448, -0.258, -0.220], [-0.008, 0.204, 0.077]], "nbo_charge": [-0.514, 0.417, -0.761, -0.150, -0.054, -0.190, 0.172, 0.357, 0.221, 0.265, 0.238]}